This record from OMol25 describes a structure of composition C35H78CaN3O7 in a non-equilibrium geometry. The level of theory is ωB97M-V with the def2-TZVPD basis set.

Calculated values
* maximum force: 3.98 eV Å⁻¹
* expectation value of S²: 0.75
* frontier orbital gap (alpha / beta): 7.172 / 4.314 eV
* LUMO energy (alpha / beta): -5.78 / -8.64 eV

Geometry as ORCA input:
```
! RIJCOSX wB97M-V def2-TZVPD def2/J DEFGRID3
* xyz 2 2
Ca 1.7419 1.7656 -0.9716
O -1.0559 -1.2369 -0.7841
C -0.1884 -0.2782 -0.9131
O 1.0194 -0.5138 -1.1934
O -0.4368 0.9267 -0.7433
H -0.5803 -2.0636 -0.8931
C -2.6033 5.0614 2.9628
C -2.7891 3.9692 1.9289
C -1.3503 3.5687 1.5765
O -0.6996 3.5996 2.8703
C -1.2118 4.7017 3.5801
H -3.4190 5.1251 3.6829
H -2.5548 5.9869 2.3891
H -3.3598 4.3082 1.0643
H -3.2770 3.0888 2.3471
H -0.8685 4.3073 0.9358
H -1.3718 2.5618 1.1594
H -0.5606 5.5605 3.4168
H -1.2041 4.4557 4.6419
C 5.5912 -0.9882 -0.5293
C 6.0255 0.4467 -0.6890
C 4.8879 1.2822 -0.0790
O 3.7436 0.4838 -0.4512
C 4.1031 -0.9058 -0.4181
H 6.0528 -1.5120 0.3077
H 5.9462 -1.5758 -1.3760
H 6.1688 0.6784 -1.7444
H 6.9807 0.6621 -0.2101
H 5.0150 2.3091 -0.4216
H 4.9423 1.3556 1.0072
H 3.6622 -1.4558 -1.2494
H 3.7602 -1.3258 0.5275
C -3.4324 0.5426 -2.8802
C -4.3935 -0.6025 -2.6397
C -5.6885 0.1497 -2.1986
O -5.3966 1.5335 -2.3400
C -3.9735 1.7041 -2.1167
H -3.3807 0.7755 -3.9437
H -2.4535 0.2867 -2.4747
H -4.0798 -1.2031 -1.7859
H -4.5840 -1.2599 -3.4879
H -6.0219 -0.0558 -1.1814
H -6.4954 -0.0304 -2.9089
H -3.6942 1.6243 -1.0661
H -3.6309 2.6646 -2.5017
C -5.2044 -1.2061 2.9341
C -4.7237 -1.2202 1.5227
C -4.0360 0.1308 1.4176
O -3.5644 0.3643 2.7686
C -4.0999 -0.5729 3.6673
H -5.4696 -2.2277 3.2062
H -6.1111 -0.6032 2.9846
H -5.5490 -1.4253 0.8409
H -4.0285 -2.0483 1.3848
H -4.7298 0.9409 1.1927
H -3.2345 0.0504 0.6832
H -4.3770 -0.2112 4.6575
H -3.4026 -1.3994 3.8043
C -0.4336 -1.2833 2.8271
C -0.0876 0.2075 2.5909
N 0.5865 0.8021 3.7486
C -0.4335 0.8636 4.8469
C 0.0464 1.7013 6.0023
C 1.8462 0.1234 4.1345
C 2.9984 0.0679 3.0407
H -0.9501 -1.5825 3.7391
H 0.5014 -1.8434 2.8454
H -1.0349 -1.6696 2.0041
H 0.5312 0.2974 1.6982
H -0.9896 0.6874 2.2111
H -0.6973 -0.1670 5.0842
H -1.3317 1.3268 4.4385
H -0.6466 1.4743 6.8124
H -0.0063 2.7656 5.7732
H 1.0431 1.5109 6.4005
H 2.2726 0.6548 4.9853
H 1.6744 -0.8890 4.4999
H 3.3161 1.0978 2.8776
H 3.8702 -0.4731 3.4086
H 2.6981 -0.3614 2.0849
C 0.0866 2.5849 -3.6697
C 1.2627 1.5654 -4.0827
N 2.5797 1.7087 -3.3805
C 3.3683 0.4804 -3.4716
C 3.6792 -0.0216 -4.8710
C 3.3411 2.9362 -3.8767
C 4.5047 3.3185 -2.9842
H -0.7986 2.5629 -4.3054
H 0.4626 3.6075 -3.6991
H -0.2700 2.5941 -2.6397
H 0.8858 0.5676 -3.8583
H 1.5041 1.5576 -5.1456
H 4.3377 0.6903 -3.0196
H 2.8381 -0.2794 -2.8975
H 2.7269 -0.2630 -5.3431
H 4.2651 0.6449 -5.5039
H 4.2664 -0.9297 -4.7337
H 2.5995 3.7349 -3.8615
H 3.7651 2.7267 -4.8588
H 4.9571 4.2603 -3.2945
H 5.2880 2.5771 -2.8263
H 4.0899 3.6108 -2.0195
C 1.0696 -5.2874 0.3830
C 0.4714 -3.9910 -0.0004
N -0.3214 -4.0038 -1.2505
C -1.5107 -4.7367 -1.1332
C -2.6146 -4.0397 -0.3823
C 0.4455 -4.4203 -2.4472
C 1.7396 -3.6577 -2.7485
H 1.1635 -5.4530 1.4562
H 2.1062 -5.3990 0.0648
H 0.6071 -6.1781 -0.0423
H -0.1733 -3.7400 0.8419
H 1.2235 -3.2022 -0.0117
H -1.9669 -4.7886 -2.1218
H -1.3598 -5.7408 -0.7366
H -3.4133 -4.7814 -0.3830
H -2.2555 -3.7759 0.6124
H -2.8331 -3.1124 -0.9121
H -0.1172 -4.4439 -3.3805
H 0.7242 -5.4703 -2.3577
H 1.4918 -2.6004 -2.8420
H 2.2148 -3.9986 -3.6683
H 2.4406 -3.7764 -1.9223
*
```

Löwdin atomic charge list, values in e, 99 entries: atom 1 (Ca): 1.560, atom 2 (O): 0.151, atom 3 (C): -0.841, atom 4 (O): -0.123, atom 5 (O): -0.148, atom 6 (H): 0.070, atom 7 (C): -0.132, atom 8 (C): -0.164, atom 9 (C): -0.179, atom 10 (O): -0.183, atom 11 (C): -0.191, atom 12 (H): 0.118, atom 13 (H): 0.113, atom 14 (H): 0.122, atom 15 (H): 0.103, atom 16 (H): 0.118, atom 17 (H): 0.088, atom 18 (H): 0.116, atom 19 (H): 0.108, atom 20 (C): -0.146, atom 21 (C): -0.143, atom 22 (C): -0.168, atom 23 (O): -0.307, atom 24 (C): -0.183, atom 25 (H): 0.125, atom 26 (H): 0.126, atom 27 (H): 0.103, atom 28 (H): 0.130, atom 29 (H): 0.108, atom 30 (H): 0.114, atom 31 (H): 0.112, atom 32 (H): 0.112, atom 33 (C): -0.189, atom 34 (C): -0.132, atom 35 (C): -0.180, atom 36 (O): -0.134, atom 37 (C): -0.189, atom 38 (H): 0.121, atom 39 (H): 0.083, atom 40 (H): 0.082, atom 41 (H): 0.114, atom 42 (H): 0.101, atom 43 (H): 0.122, atom 44 (H): 0.096, atom 45 (H): 0.122, atom 46 (C): -0.191, atom 47 (C): -0.169, atom 48 (C): -0.165, atom 49 (O): -0.158, atom 50 (C): -0.235, atom 51 (H): 0.132, atom 52 (H): 0.131, atom 53 (H): 0.120, atom 54 (H): 0.101, atom 55 (H): 0.126, atom 56 (H): 0.100, atom 57 (H): 0.133, atom 58 (H): 0.105, atom 59 (C): -0.019, atom 60 (C): -0.174, atom 61 (N): 0.075, atom 62 (C): -0.164, atom 63 (C): -0.043, atom 64 (C): -0.136, atom 65 (C): -0.032, atom 66 (H): 0.081, atom 67 (H): 0.080, atom 68 (H): 0.080, atom 69 (H): 0.102, atom 70 (H): 0.107, atom 71 (H): 0.133, atom 72 (H): 0.130, atom 73 (H): 0.099, atom 74 (H): 0.077, atom 75 (H): 0.078, atom 76 (H): 0.118, atom 77 (H): 0.144, atom 78 (H): 0.074, atom 79 (H): 0.096, atom 80 (H): 0.044, atom 81 (C): -0.042, atom 82 (C): -0.191, atom 83 (N): -0.275, atom 84 (C): -0.275, atom 85 (C): -0.048, atom 86 (C): -0.193, atom 87 (C): -0.072, atom 88 (H): 0.086, atom 89 (H): 0.057, atom 90 (H): 0.034, atom 91 (H): 0.111, atom 92 (H): 0.119, atom 93 (H): 0.090, atom 94 (H): 0.087, atom 95 (H): 0.077, atom 96 (H): 0.083, atom 97 (H): 0.088, atom 98 (H): 0.111, atom 99 (H): 0.119